[1]
C6H7NO3S2 | the ωB97M-V functional and the def2-TZVPD basis

## Properties
* frontier orbital gap: 0.3319 hartree
* LUMO: -0.2 eV
* calculated total energy: -1309.60250 Ha
* energy relative to the best compared isomer or geometry (same formula, charge and spin): 136.1 kJ/mol

The geometry in ORCA input format:
```
! wB97M-V def2-TZVPD RIJCOSX def2/J DEFGRID3
* xyz 0 1
C 0.31078 -0.66241 -0.95971
C -3.28861 0.49161 1.06296
C -0.40813 -1.46696 1.06534
C 0.04406 -0.18817 -2.25494
C 1.75199 1.19203 -0.12353
C 0.33144 -0.21208 1.34433
N 0.56224 0.35631 0.06376
O -0.24855 -1.73629 -0.28972
O 1.25327 -0.87643 -1.96645
O -1.04954 -2.20441 1.71988
S -2.71749 0.84589 -0.34269
S -3.70033 0.27057 2.56445
H 0.14518 0.96713 -2.46805
H -0.54253 -0.73300 -2.88971
H 1.52284 1.91921 -0.95852
H 2.08546 1.78981 0.73367
H 2.75420 0.61390 -0.41747
H 1.24626 -0.70306 1.95257
H -0.05253 0.33635 2.16384
*
```



[2]
C6H7NOS | the ωB97M-V functional and the def2-TZVPD basis

## Properties
* frontier orbital gap: 0.3611 hartree
* SMILES: C=C1CS[C@@H]2CC(=O)N12
* LUMO: 0.7 eV
* calculated total energy: -760.94779 Ha
* energy relative to the best compared isomer or geometry (same formula, charge and spin): 84.7 kJ/mol

The geometry in ORCA input format:
```
! wB97M-V def2-TZVPD RIJCOSX def2/J DEFGRID3
* xyz 0 1
C 1.70740 1.55354 -0.48269
C 0.86626 0.69997 0.09262
C 0.87101 0.44973 1.56242
S -0.51606 -0.79204 1.95637
C -1.25203 -0.26220 0.29428
C -1.70068 -1.34635 -0.72310
C -0.41614 -1.03446 -1.42224
O 0.18676 -1.49414 -2.31636
N -0.17231 0.02983 -0.56585
H 1.77328 1.75991 -1.60498
H 2.41051 2.05225 0.12300
H 1.65278 -0.13794 2.12794
H 0.75291 1.40527 1.95375
H -1.87294 0.61462 0.50145
H -2.54310 -1.21397 -1.34471
H -1.74764 -2.28402 -0.15190
*
```



[3]
C6H7NS | the ωB97M-V functional and the def2-TZVPD basis

## Properties
* frontier orbital gap: 0.2981 hartree
* SMILES: [H]/N=C1\C(=S)CC=C1C
* LUMO: -0.8 eV
* calculated total energy: -685.70611 Ha
* energy relative to the best compared isomer or geometry (same formula, charge and spin): 167.4 kJ/mol

The geometry in ORCA input format:
```
! wB97M-V def2-TZVPD RIJCOSX def2/J DEFGRID3
* xyz 0 1
H 1.66920 2.00229 1.38273
N 0.70364 1.87588 1.00997
C 0.54988 0.74921 0.43921
C 1.65764 -0.34423 0.11582
S 3.18423 -0.05502 0.32428
C 0.95566 -1.46763 -0.51050
C -0.47660 -1.05439 -0.56319
C -0.69653 0.16455 -0.05073
C -2.00134 0.87007 0.05494
H 1.07765 -2.52163 -0.11776
H 1.29912 -1.84841 -1.52608
H -1.37977 -1.56475 -0.97042
H -2.79097 0.30571 -0.42876
H -1.66357 1.87835 -0.34308
H -2.08824 1.00998 1.18357
*
```



[4]
C6H7NS | the ωB97M-V functional and the def2-TZVPD basis

## Properties
* frontier orbital gap: 0.3620 hartree
* LUMO: 0.8 eV
* calculated total energy: -685.67870 Ha
* energy relative to the best compared isomer or geometry (same formula, charge and spin): 239.4 kJ/mol

The geometry in ORCA input format:
```
! wB97M-V def2-TZVPD RIJCOSX def2/J DEFGRID3
* xyz 0 1
C 0.09425 2.48513 -1.09315
C 0.02470 0.75954 0.10750
C -1.03879 0.45790 -0.56374
C -1.28389 -0.92112 -0.04544
C -0.00655 -0.60167 0.84984
C 1.33146 -1.39592 0.64635
N 0.79700 1.84727 -0.18392
S -1.43934 1.78779 -1.62655
H 0.34930 3.51478 -1.53740
H -2.27060 -0.98952 0.43233
H -1.09138 -1.96016 -0.64385
H -0.18636 -0.51091 1.96325
H 1.62882 -1.23997 -0.36567
H 1.03944 -2.43953 0.89757
H 2.05194 -0.79363 1.16288
*
```



[5]
C6H7NS | the ωB97M-V functional and the def2-TZVPD basis

## Properties
* frontier orbital gap (alpha / beta): 0.3126 / 0.2804 hartree
* LUMO (alpha / beta): 0.7 / -0.3 eV
* calculated total energy: -685.57179 Ha
* energy relative to the best compared isomer or geometry (same formula, charge and spin): 520.1 kJ/mol

The geometry in ORCA input format:
```
! wB97M-V def2-TZVPD RIJCOSX def2/J DEFGRID3
* xyz 0 1
C -1.31686 -1.52504 -0.26600
C -2.54570 -1.14316 0.16543
C -0.48654 -0.38071 -0.36697
C -1.10497 0.79658 0.03477
C 0.11740 1.54475 -0.42878
C 2.76058 -0.00218 0.56207
N 0.62157 0.21983 -0.89189
S -2.74433 0.58006 0.43532
H -1.04679 -2.53746 -0.49721
H -3.40136 -1.76421 0.34702
H -0.02199 2.25762 -1.24212
H 0.72070 1.98791 0.36286
H 2.24392 -0.31512 1.44395
H 3.17088 -0.74000 -0.09161
H 3.03348 1.02113 0.43316
*
```



[6]
C6H7O3 | the ωB97M-V functional and the def2-TZVPD basis

## Properties
* frontier orbital gap: 0.3034 hartree
* SMILES: C=C1CC(O)(C(=O)[O-])C1
* LUMO: 3.9 eV
* calculated total energy: -458.55816 Ha
* energy relative to the best compared isomer or geometry (same formula, charge and spin): 7.4 kJ/mol

The geometry in ORCA input format:
```
! wB97M-V def2-TZVPD RIJCOSX def2/J DEFGRID3
* xyz -1 1
C -2.29072 1.09760 -0.01618
C -1.21660 0.25500 -0.07978
C -0.28654 -0.32743 -1.09031
C 0.78372 -0.60441 0.01676
O 1.38646 -1.84596 -0.11905
C 1.95386 0.48445 0.03834
O 3.05457 -0.01309 -0.11527
O 1.57294 1.65471 0.12704
C -0.43009 -0.32703 1.04302
H -2.67882 1.36450 0.94767
H -2.48804 1.74492 -0.90825
H -0.61898 -1.30160 -1.25734
H -0.18657 0.29277 -1.99663
H 2.37404 -1.53876 -0.06663
H -0.04069 0.28016 1.90492
H -0.88855 -1.21584 1.57171
*
```



[7]
C6H7O4P3 | the ωB97M-V functional and the def2-TZVPD basis

## Properties
* frontier orbital gap: 0.2918 hartree
* SMILES: COC(=O)C1=P#[PH]1.COC(=O)C#P
* LUMO: -1.1 eV
* calculated total energy: -1557.69337 Ha
* energy relative to the best compared isomer or geometry (same formula, charge and spin): 233.7 kJ/mol

The geometry in ORCA input format:
```
! wB97M-V def2-TZVPD RIJCOSX def2/J DEFGRID3
* xyz 0 1
C 0.12650 -2.10616 1.82798
O 0.78661 -0.99442 1.27926
C 1.35524 -1.12966 0.07983
O 1.26199 -2.17901 -0.53579
C 2.05993 0.00445 -0.37514
P 2.47268 0.83691 -1.73742
P 2.93003 1.37820 0.38065
H 0.62022 -2.94459 1.17673
H -0.85855 -2.08066 1.45318
H 0.29862 -2.14896 2.88189
H 4.37574 1.03642 0.48686
C -1.94028 1.30257 -2.22059
O -1.50457 1.65922 -0.96488
C -1.69230 0.81813 0.09009
O -2.27019 -0.20573 -0.15542
C -1.19409 1.36714 1.27006
P -0.52495 1.96099 2.53007
H -2.91667 0.92661 -2.11424
H -1.48078 0.32320 -2.48032
H -1.90518 2.17538 -2.87279
*
```



[8]
C6H7O5Rh | the ωB97M-V functional and the def2-TZVPD basis

## Properties
* frontier orbital gap (alpha / beta): 0.4050 / 0.2767 hartree
* LUMO (alpha / beta): -8.0 / -12.0 eV
* calculated total energy: -718.73600 Ha
* <S²>: 6.015

The geometry in ORCA input format:
```
! wB97M-V def2-TZVPD RIJCOSX def2/J DEFGRID3
* xyz 2 5
O 0.96332 -0.35812 1.89798
Rh 0.90195 1.19762 0.89877
O 2.68589 0.74561 -0.15984
C 3.51154 -0.04760 -0.20791
C 0.04371 -1.40372 1.88374
C -0.17639 -1.96526 0.47198
H 0.41857 -2.23490 2.50670
H -0.93312 -1.12401 2.32287
H 0.75408 -2.45031 0.14178
H -0.95886 -2.74080 0.49734
C -0.52525 -0.93405 -0.56167
C -1.25714 0.15049 -0.31570
O -1.52881 1.07210 -1.33338
C -0.77817 2.14768 -1.36771
O 0.18716 2.34524 -0.63342
O -1.09875 2.90750 -2.37055
H -0.12048 -1.05531 -1.57116
H -1.76712 0.38075 0.62282
H -0.32213 3.36707 -2.72263
*
```



Q: Which of these has the highest calculated total energy?
A: C6H7O3